{
  "formula": "C18H40P2SiSn",
  "method": "the ωB97M-V functional and the def2-TZVPD basis",
  "molar_mass_g_mol": 465.3,
  "homo_ha": -0.1577,
  "total_energy_ev": -51593.579,
  "de_lowest_kcal_mol": 32.5,
  "max_force_ha_per_bohr": 0.0751,
  "symbols": ["P", "P", "C", "C", "H", "H", "H", "H", "C", "H", "H", "H", "C", "H", "H", "H", "C", "H", "H", "H", "C", "H", "H", "H", "Sn", "C", "C", "C", "C", "C", "C", "C", "C", "C", "H", "H", "H", "H", "H", "H", "H", "H", "H", "H", "H", "H", "H", "H", "H", "C", "Si", "C", "C", "H", "H", "H", "H", "H", "H", "H", "H", "H"],
  "xyz": [[1.044836, 1.023628, -2.591994], [1.068841, -2.157504, -0.926252], [1.697004, -0.587967, -3.234225], [0.973748, -1.833587, -2.713140], [2.781310, -0.631116, -3.068227], [1.541446, -0.533542, -4.325354], [-0.089912, -1.845742, -3.008644], [1.454833, -2.710236, -3.174992], [2.202554, -3.559954, -0.729066], [2.075121, -4.009066, 0.266842], [3.249114, -3.247140, -0.849575], [1.970505, -4.324791, -1.485944], [-0.526936, -2.765313, -0.380557], [-0.646590, -3.828141, -0.643812], [-1.329673, -2.228137, -0.933509], [-0.623092, -2.684954, 0.716200], [2.239467, 2.287290, -3.134211], [1.771337, 3.275927, -3.046866], [2.509896, 2.099659, -4.181973], [3.133829, 2.258329, -2.502179], [-0.296911, 1.274674, -3.821660], [-0.859500, 0.349886, -3.991146], [0.153334, 1.588319, -4.771249], [-0.994962, 2.060176, -3.502211], [-2.927182, -0.894396, 0.595598], [2.023441, -0.709251, -0.086163], [2.646883, 0.492053, -0.763181], [3.051740, 1.580740, 0.216230], [1.984287, 2.645533, 0.635406], [0.934351, 2.826855, -0.324310], [0.331587, 1.747523, -1.077545], [-0.133390, 0.511938, -0.190655], [0.885341, -0.123418, 0.769744], [-3.452626, 1.246598, 0.434539], [2.748330, -1.239622, 0.540233], [3.500540, 0.204017, -1.400453], [3.876606, 2.166886, -0.215152], [3.429819, 1.118919, 1.148050], [1.626090, 2.413672, 1.646301], [2.498225, 3.610502, 0.728658], [0.354825, 3.746213, -0.250209], [-0.623702, 2.171149, -1.471081], [-0.462347, -0.260332, -0.912230], [-1.015926, 0.857227, 0.368705], [1.197159, 0.627173, 1.491744], [0.385574, -0.887631, 1.378177], [-4.370691, 1.259124, -0.145936], [-2.706987, 1.831153, -0.080730], [-3.647216, 1.705972, 1.403776], [-3.570954, -2.193009, 3.912285], [-2.802343, -0.629878, 3.218739], [-3.808449, 0.813604, 3.881845], [-1.056197, -0.452960, 3.943242], [-4.101292, -2.756134, 3.130993], [-4.298616, -1.935575, 4.698624], [-2.809882, -2.852557, 4.356610], [-4.443904, 0.468929, 4.712089], [-3.167383, 1.616397, 4.274850], [-4.475666, 1.258070, 3.130427], [-1.023269, -0.945987, 4.932813], [-0.282014, -0.919750, 3.314387], [-0.794364, 0.609552, 4.087320]],
  "atomic_forces_ev_per_a": [[2.90, 0.80, 0.64], [2.29, 1.06, -0.74], [-0.22, 0.16, -0.51], [-0.03, -0.55, -0.50], [-0.42, 0.00, 0.10], [0.03, -0.24, 0.20], [0.36, 0.07, 0.07], [-0.33, 0.09, -0.06], [0.03, -0.42, -0.12], [0.08, 0.19, -0.25], [-0.36, 0.02, 0.03], [0.05, 0.15, 0.28], [-0.38, -0.29, -0.16], [0.32, 0.20, 0.05], [0.64, -0.37, 0.70], [-0.13, 0.09, -0.55], [0.09, -0.18, -0.53], [0.06, -0.30, 0.03], [0.02, 0.09, 0.11], [-0.36, 0.03, -0.18], [-0.32, 0.12, -0.64], [-0.02, 0.12, 0.00], [-0.21, -0.14, 0.01], [0.23, -0.26, -0.10], [-0.63, 1.01, 0.27], [-0.94, 0.48, 1.51], [-0.24, -0.83, -2.31], [-0.20, 0.41, 0.53], [1.78, -0.21, 0.56], [-1.40, 0.02, -1.87], [-2.96, 0.34, 2.46], [0.01, 0.41, 0.14], [-0.57, 0.08, -0.05], [-0.47, -0.35, 0.21], [-0.03, -0.50, 0.27], [0.03, -0.05, 0.45], [-0.07, -0.43, -0.06], [0.29, 0.14, 0.03], [0.02, -0.03, 0.50], [0.20, -0.16, 0.31], [0.12, -0.10, -0.38], [0.23, -0.23, 0.23], [-0.27, -0.19, -0.13], [0.31, -0.09, -0.01], [0.31, -0.14, -0.12], [0.02, -0.04, -0.09], [-0.18, 0.23, -0.16], [0.18, 0.16, -0.30], [0.09, -0.01, -0.18], [-0.28, -0.45, 0.24], [0.57, 0.04, 0.09], [-0.40, 0.37, 0.15], [0.18, -0.06, 0.18], [0.08, 0.02, 0.28], [0.21, -0.18, -0.19], [-0.22, 0.10, -0.16], [0.18, 0.08, -0.18], [-0.13, -0.19, -0.20], [0.12, -0.09, 0.28], [0.01, 0.22, -0.32], [-0.22, 0.17, 0.31], [-0.03, -0.40, -0.15]],
  "mulliken_charge": [1.936, 1.101, -1.387, -1.019, 0.404, 0.578, 0.418, 0.636, -1.547, 0.418, 0.410, 0.497, -1.203, 0.413, 0.111, 0.335, -1.785, 0.449, 0.536, 0.295, -1.500, 0.386, 0.421, 0.417, 0.601, -0.100, -1.145, -1.116, -0.790, -1.830, -0.103, -0.052, -0.361, -1.247, 0.750, 0.384, 0.418, 0.183, 0.305, 0.533, 0.256, 0.898, 0.296, -0.463, 0.770, -0.566, 0.504, 0.265, 0.289, -1.181, 0.521, -1.224, -1.102, 0.318, 0.306, 0.315, 0.346, 0.313, 0.350, 0.407, 0.329, 0.302]
}